DFT (ωB97M-V/def2-TZVPD) results for a molecular structure, C10H31NO9Pd.

Results
**2S+1**: 3
**Charge**: 0
**LUMO (spin up / spin down)**: 0.0079 / 0.0073 hartree
**HOMO level (spin up / spin down)**: -0.2701 / -0.2753 Eh

```
52
Properties=species:S:1:pos:R:3:forces:R:3
Pd 14.48174 5.18698 -16.39558 -1.34 -0.41 -0.25
O 14.36208 1.56116 -15.53629 0.28 -0.28 0.25
O 17.74939 2.89909 -15.83322 -0.55 0.14 -0.06
O 15.35269 4.04030 -14.86446 0.66 -0.83 0.06
O 15.59560 3.99717 -17.94668 0.53 0.15 -0.27
O 10.57244 6.76321 -16.25696 -0.39 0.66 0.86
O 12.54881 4.49310 -16.87500 0.36 0.24 -0.06
O 16.07357 6.73213 -15.88460 1.37 0.26 -0.47
O 16.16734 1.39085 -13.05088 0.34 -0.05 1.05
O 13.43471 6.82336 -15.16120 -0.58 1.15 0.17
N 14.33335 6.58468 -18.14944 0.65 -0.40 -0.49
C 15.58447 0.34631 -13.77838 -1.33 0.67 -0.76
C 16.95201 6.94935 -14.79788 0.09 0.50 0.75
C 14.21450 0.74447 -14.35192 0.37 0.66 -0.94
C 17.02151 3.83014 -17.95016 0.01 -0.62 -0.51
C 11.06306 7.46741 -15.12370 0.37 0.71 -0.10
C 16.01290 7.78731 -16.85094 0.79 -0.57 0.24
C 12.50614 7.90721 -15.36324 -0.55 -0.06 1.31
C 15.66410 7.25342 -18.23455 -2.25 1.32 -0.16
C 17.46739 2.59458 -17.18423 1.25 0.52 0.02
C 15.42505 8.42596 -19.19768 0.25 1.31 -0.58
H 10.48446 8.35941 -14.84345 -0.16 0.26 -0.77
H 13.67871 -0.16656 -14.62645 0.04 0.02 -0.36
H 10.95958 6.96308 -14.15872 0.30 -1.02 -0.43
H 10.15053 7.45962 -16.77275 -0.13 -0.38 -0.25
H 15.21903 3.25650 -18.43373 -0.23 -0.06 0.28
H 14.77234 2.44766 -15.32771 -0.59 -0.67 0.41
H 12.60162 8.40657 -16.32528 0.26 -0.54 -0.28
H 13.55637 1.27433 -13.65963 0.31 -0.01 0.45
H 16.99804 3.44813 -15.51483 -0.23 -0.27 0.29
H 13.34974 6.64819 -14.21750 0.24 -0.48 -0.09
H 14.64606 9.11507 -18.85131 -0.11 -0.34 0.53
H 15.27443 8.47385 -16.42949 -0.02 0.41 -0.59
H 12.72041 8.68305 -14.61738 0.19 0.04 0.01
H 16.38909 6.54790 -18.63222 0.09 -0.05 0.26
H 15.04452 8.14767 -20.18312 0.21 -0.58 0.08
H 17.52023 4.69644 -17.51557 -0.43 0.14 0.20
H 16.78600 1.74864 -17.31992 -0.19 0.08 0.11
H 16.21114 2.17465 -13.59947 -0.02 0.12 -0.44
H 13.58712 7.26934 -18.09376 0.04 0.08 0.25
H 16.23163 9.13609 -19.41057 0.49 -0.49 0.23
H 18.00806 6.75018 -14.99059 -0.06 -0.25 -0.48
H 12.53185 3.78323 -17.52250 0.09 -0.20 0.11
H 16.99046 8.26036 -16.98754 -0.01 0.22 0.48
H 16.91395 7.97670 -14.42051 -0.24 0.19 -0.29
H 15.68410 4.26378 -13.99547 -0.30 0.36 0.18
H 18.44768 2.32505 -17.59173 -0.14 -0.27 -0.18
H 14.18802 6.13852 -19.05056 -0.22 -0.42 0.25
H 15.42136 -0.52161 -13.14007 0.47 0.04 0.19
H 16.65026 6.34342 -13.94668 -0.16 -0.32 -0.28
H 17.33770 3.79581 -18.99882 0.07 -0.20 0.00
H 16.20159 0.12899 -14.65312 0.10 -0.50 0.05
```
Forces are in eV/Å.


DFT (ωB97M-V/def2-TZVPD) results for 6 unconnected molecules or ions with the total composition C10H32FO11S2.

Results
**2S+1**: 1
**Charge**: +1
**LUMO**: -0.2110 hartree
**HOMO level**: -0.4400 Eh

```
56
Properties=species:S:1:pos:R:3:forces:R:3
S -1.84948 -2.88635 -1.11987 -0.11 0.68 0.42
S -0.23014 -1.57206 -1.26952 1.00 0.79 0.64
F -0.57998 -0.21264 -0.43447 0.31 -2.32 -0.33
O -6.38839 3.31614 5.24489 0.18 0.09 -0.18
O 3.61834 -1.75612 -2.95670 -0.38 -0.03 -0.05
O 0.78524 -0.13603 -5.96131 -0.05 -0.03 0.32
O 0.96417 -2.26521 -0.39779 -1.83 1.02 -0.87
O -2.77307 2.76472 -0.77364 -0.12 0.17 -0.16
O 0.56109 -2.20615 -4.09546 -0.35 0.09 0.34
O 2.51791 -1.96604 2.79240 0.06 -0.14 0.15
O -1.81767 4.47843 1.23291 -0.17 -0.05 0.08
O 3.39992 -0.26847 0.74996 -0.08 -0.22 -0.16
O 4.77482 -2.70736 -0.60918 -0.01 -0.39 -0.05
O -4.65109 2.05190 3.45028 0.12 0.00 0.03
C -4.49486 1.88471 4.85667 -0.20 0.12 -0.23
C -5.01518 3.11189 5.58145 -0.24 -0.26 0.20
C -0.42789 -2.02753 -5.11210 0.26 0.09 0.06
C 4.56547 -2.82870 -2.99794 0.32 0.22 -0.09
C -3.48578 2.92246 0.46104 0.17 -0.36 0.17
C 4.19793 -0.47831 1.92461 -0.05 0.26 0.20
C -2.51224 3.28174 1.56627 0.25 0.46 -0.29
C 5.51573 -2.70019 -1.82359 -0.32 0.11 0.24
C 3.28939 -0.80785 3.09380 -0.17 -0.13 -0.28
C -0.49734 -0.56420 -5.50829 0.13 -0.15 -0.43
H 2.91701 0.55456 0.87332 0.04 0.08 -0.01
H -3.03085 3.43443 2.50834 0.03 -0.03 -0.04
H 3.86520 -1.00150 3.99853 -0.04 -0.04 -0.02
H -4.47505 4.00174 5.25848 -0.05 -0.01 -0.01
H 3.96175 -2.22175 -0.79351 0.08 0.28 0.12
H -5.48494 2.52560 3.33235 -0.07 -0.04 0.02
H 6.22936 -3.52404 -1.80379 -0.03 0.01 0.04
H -4.02356 1.99838 0.69072 -0.08 0.10 0.16
H -5.06229 0.99500 5.15376 0.08 0.00 0.26
H 6.06531 -1.75276 -1.87326 0.13 -0.05 -0.26
H -6.89723 2.61041 5.65538 -0.10 0.02 0.03
H 3.99454 -3.75444 -2.92581 -0.02 0.04 0.00
H 1.28049 -1.59413 -4.31386 0.19 -0.18 0.05
H -3.43761 1.72014 5.06974 -0.01 0.00 -0.05
H 4.79465 0.41661 2.12026 0.04 -0.07 0.11
H -1.76449 2.48594 1.69339 -0.18 -0.26 0.08
H 2.31366 -1.90296 1.85420 0.03 0.05 -0.08
H -1.23822 -0.39779 -6.29458 -0.15 -0.06 0.14
H -1.66991 4.44647 0.28074 0.08 0.06 -0.04
H -1.38845 -2.37844 -4.72972 0.03 -0.03 0.00
H -4.20520 3.72659 0.30987 0.07 0.00 -0.06
H 4.86471 -1.31280 1.71044 -0.08 0.01 -0.10
H -4.91683 3.00716 6.66561 0.19 -0.01 -0.02
H 0.95517 -0.56421 -6.80669 0.07 0.08 -0.08
H -0.74907 0.05378 -4.64508 0.02 0.04 -0.04
H 4.08536 -0.94091 -3.16609 0.03 0.05 0.03
H -2.24432 1.96704 -0.69928 0.07 -0.01 0.02
H 2.59297 0.01837 3.28244 0.19 0.19 0.10
H 5.10029 -2.81173 -3.95140 0.05 -0.12 0.04
H -2.52113 -2.36790 -0.02714 0.75 -0.11 -0.42
H 0.76077 -3.22142 -0.35268 0.14 -0.04 0.38
H -0.13900 -2.64423 -5.96909 -0.21 0.03 -0.10
```
Forces are in eV/Å.


DFT (ωB97M-V/def2-TZVPD) results for 6 unconnected molecules or ions with the total composition C10H33NO6.

Results
**2S+1**: 2
**Charge**: +1
**LUMO (spin up / spin down)**: -0.1023 / -0.3333 hartree
**HOMO level (spin up / spin down)**: -0.4528 / -0.4528 Eh

```
50
Properties=species:S:1:pos:R:3:forces:R:3
O 3.53999 -1.85131 0.44398 -0.35 0.94 -0.61
O -0.86226 2.72325 0.96182 -2.00 0.34 0.44
O 0.44440 -1.71259 0.70634 0.20 0.02 0.59
O 4.48661 -3.82046 2.01337 -0.19 -0.19 -0.05
O -2.54301 -1.33113 -0.15639 -1.15 0.32 -2.31
O 2.06339 -0.24545 -1.31488 -0.03 0.65 -0.98
N -3.68484 3.65805 -1.24685 0.77 -1.37 2.57
C 2.99342 0.51252 -2.12832 1.04 0.17 1.26
C -4.25863 -2.26043 -1.84593 0.30 -2.43 1.18
C -2.43773 3.82939 -0.50146 -0.13 2.64 -1.29
C 2.46017 -3.29930 3.32830 1.44 1.03 -1.18
C -2.43277 5.22648 0.15831 -1.03 -0.85 0.34
C -0.31515 1.55993 1.50996 2.21 -1.18 0.16
C 4.01022 -3.08599 3.12660 -0.43 -0.17 1.38
C -2.13656 2.59938 0.45482 0.34 0.14 -1.38
C -3.31214 -1.17902 -1.45008 0.29 0.55 -0.02
C 3.03298 0.22278 -3.60276 -1.14 -0.06 0.08
H 0.75089 1.76585 1.60620 -0.02 -0.14 -0.25
H 2.72453 -2.04532 0.90616 -0.21 -0.18 0.21
H -3.41667 5.28160 0.62414 -0.03 0.61 0.32
H -1.67802 5.40097 0.92512 0.12 -0.33 -0.21
H -2.97933 2.63496 1.14516 0.20 0.36 0.75
H -5.06234 -2.44595 -1.13337 -0.45 0.51 -0.26
H -3.90512 -0.26453 -1.46414 0.30 0.52 0.53
H 3.70410 0.92506 -4.09725 0.20 -0.26 0.01
H -4.57550 -2.28646 -2.88853 -0.22 0.75 0.16
H -3.87255 2.68195 -1.42598 0.50 -0.55 -1.37
H -4.44815 3.80065 -0.60100 -0.72 1.26 -0.01
H -0.61015 1.27310 2.51932 -0.88 0.72 0.26
H 2.03962 0.39119 -4.01865 -0.09 -0.02 -0.19
H 3.99383 0.35200 -1.72642 0.18 -0.46 0.09
H -0.44780 0.63557 0.94776 -0.18 0.20 -0.58
H -1.67769 3.98026 -1.26807 0.73 -1.26 -0.05
H 3.28015 -0.82257 -3.78784 0.27 0.14 -0.11
H 1.97834 -2.57101 3.98063 0.31 -0.36 0.51
H -0.47867 -1.63827 0.46416 -0.48 -0.23 -0.23
H 2.26913 -4.34343 3.57608 -0.18 0.18 0.21
H -3.21060 -1.42428 0.52717 -0.13 -0.17 0.16
H -3.71848 -3.20398 -1.76822 0.31 -0.22 -0.05
H 0.91043 -1.22240 0.02902 0.08 0.32 -0.54
H -2.36166 6.00237 -0.60395 0.02 -0.11 0.04
H 2.90233 1.57425 -1.89915 -0.78 0.17 -0.28
H -2.65172 -1.12074 -2.31527 0.85 0.28 0.70
H 4.55938 -3.43677 4.00036 -0.13 -0.07 0.31
H 2.01875 -3.05916 2.36105 -0.31 -0.43 -0.08
H 4.36506 -2.06429 2.99124 -0.60 0.15 -0.12
H 4.02946 -4.66178 2.08276 0.20 -0.35 -0.44
H 4.18450 -2.43977 0.83710 0.29 -0.62 -0.03
H 2.60643 -0.88619 -0.84995 0.52 -0.36 0.14
H -2.27070 1.69111 -0.13268 0.21 -0.61 0.22
```
Forces are in eV/Å.